59
Properties=species:S:1:pos:R:3:forces:R:3 method="wB97M-V/def2-TZVPD" homo_energy_ev="-16.03 / -16.03" charge=+2 spin_multiplicity=2 orbital_gap_ha="0.379 / 0.167" largest_force_ev_per_a=5.01 e_tot_ha=-1300.77990
C -2.670 0.047 2.452 2.05 -0.75 -1.57
O -2.281 -1.272 2.579 -0.72 0.78 1.06
C -1.287 0.806 1.824 2.60 1.65 2.62
C -1.661 2.308 1.700 -0.53 -0.58 -2.86
C -0.632 2.970 0.770 -0.89 1.66 0.31
C -1.785 2.666 -1.384 0.38 -1.80 -3.42
N -0.580 2.322 -0.577 -1.44 1.07 2.01
N -0.081 0.820 2.715 -3.03 -3.65 -1.61
H -3.225 0.105 1.513 -0.56 0.48 0.34
H -2.975 0.577 3.346 -0.38 -0.07 -0.03
H -2.244 -1.420 3.534 0.15 -0.78 0.05
H -0.956 0.275 0.934 -0.59 0.23 -0.32
H -2.626 2.275 1.169 0.01 0.53 0.35
H -1.726 2.877 2.599 -0.10 -0.07 0.88
H -0.924 4.021 0.607 -0.77 -0.41 -0.27
H 0.311 3.268 1.212 0.84 -1.47 -0.05
H -2.411 1.787 -1.621 -0.31 0.10 1.61
H -1.410 2.585 -2.423 0.15 1.23 0.20
H -2.338 3.584 -1.239 0.41 0.11 0.55
H 0.310 2.627 -0.957 0.67 -0.15 -0.67
H 0.523 0.112 2.264 1.22 0.73 0.17
H 3.034 3.569 2.461 0.05 0.03 0.28
H -0.358 0.330 3.572 0.50 1.21 0.83
H 3.799 0.361 0.795 0.73 -0.08 0.19
H 2.149 -1.443 1.492 -0.23 -0.39 0.08
O 4.402 1.038 0.447 -1.54 1.07 0.31
H -0.127 -0.887 -1.390 0.18 0.19 0.37
H -0.471 -0.311 -2.649 0.04 0.49 -0.27
O -0.164 0.003 -1.787 -0.60 -1.09 0.05
H -0.470 -4.086 -0.832 0.89 -0.35 0.90
H 0.892 -3.071 -0.768 -0.06 -1.22 1.20
O 0.062 -3.363 -1.136 -0.54 1.37 -2.50
H -2.325 -4.168 -1.666 -0.12 -0.08 -0.75
H -2.826 -3.321 -0.589 -0.43 0.42 0.30
O -2.720 -3.299 -1.542 0.00 -0.36 0.38
H -0.604 1.299 -0.518 0.70 0.20 -0.50
H 2.737 -2.515 -0.855 0.95 0.18 0.09
O 2.628 -2.779 0.063 -0.52 -0.90 -0.18
H -2.768 -1.440 -2.328 -0.77 -0.22 0.63
H -2.085 -0.541 -3.172 -0.34 0.71 -0.55
O -2.874 -0.522 -2.621 0.56 -0.52 -0.09
H 3.444 -2.678 0.557 0.42 -0.09 -0.52
H 2.195 -0.602 0.252 -0.04 -0.12 0.11
O 2.295 -0.537 1.222 -0.58 1.19 0.02
H 5.192 0.670 0.107 1.07 -0.85 -0.42
H 1.798 2.652 2.665 0.00 0.05 0.69
O 2.488 2.892 2.055 -0.05 -0.05 -0.61
H 1.909 -0.878 -2.447 -0.10 0.13 -0.29
H 2.455 0.476 -1.963 0.03 0.11 -0.14
O 2.325 -0.442 -1.704 0.93 -0.41 0.46
H 0.447 -3.552 1.252 -0.31 -0.49 0.17
H -0.616 -2.411 1.596 -0.21 -0.73 0.04
O 0.286 -2.619 1.348 0.27 1.51 0.80
H -0.372 -3.250 -3.710 -0.36 -0.31 0.06
H -1.779 -2.513 -3.892 0.08 -0.76 -0.21
O -0.832 -2.414 -3.777 0.27 1.33 -0.05
H 3.019 2.863 -0.633 0.15 0.69 -0.18
H 2.359 1.674 -0.210 -0.25 -0.05 0.24
O 2.143 2.474 -0.710 0.06 -0.62 -0.26